Here is a structure of composition C4H10Ag2ClO2 from the OMol25 dataset. Energies are from ωB97M-V/def2-TZVPD.

Values from the calculation:
Energy relative to the best compared isomer or geometry (same formula, charge and spin): 4.838 eV
Orbital gap: 3.276 eV
Molecular weight: 341.3 g mol⁻¹
Total energy: -28912.729 eV
Lowest unoccupied orbital energy: -0.231 Eh
Net charge: +1

Each line ends with the Mulliken charge.
Atoms and positions in Å:
H  1.98360  -0.03009  1.99327  0.300
C  -0.70818  -0.23824  1.77781  -0.489
Cl  5.45550  2.43388  -4.28804  -0.849
H  -2.60565  -2.14233  -1.74491  0.253
H  -1.03106  0.29097  2.67435  0.326
O  -1.73876  -1.08920  -0.22946  -0.303
H  1.34817  1.57171  2.36657  0.293
H  -2.61510  0.31878  1.16783  0.350
C  -2.91308  -1.54680  -0.88530  -0.746
O  0.21248  0.55599  0.97713  -0.285
H  -3.49301  -2.24911  -0.28651  0.306
H  -3.53407  -0.70135  -1.18143  0.308
Ag  10.11018  2.76552  -6.42325  0.901
C  -1.98146  -0.56324  1.07490  -0.566
H  2.04197  1.37420  0.82714  0.249
C  1.46346  0.83154  1.57477  -0.716
H  -2.60218  -1.25437  1.64512  0.390
Ag  0.84510  0.84160  -3.13360  0.945
H  -0.23790  -1.16949  2.09358  0.334